[1]
Here is 3 unconnected molecules or ions with the total composition C31H59N2O11S at a distorted geometry from the OMol25 dataset. Energies are from wB97M-V/def2-TZVPD.

Values from the calculation:
Total charge: +1
Frontier orbital gap: 7.55 eV
HOMO level: -11.315 eV
LUMO: -3.77 eV
Strongest force on any atom: 9.132 eV Å⁻¹

Each line ends with the Mulliken charge.
Atoms and positions in Å:
C: 4.52106 1.75401 3.42307  -0.5759
C: 4.71882 0.28292 4.12264  -0.6443
C: 4.21529 -0.97520 3.20002  -0.2308
O: 3.41144 -0.60681 2.02442  -0.2701
C: 1.96782 -0.87525 2.24003  -0.7518
C: 1.05984 -0.87141 0.87837  -0.6785
N: 1.17209 0.27608 -0.11072  0.9456
C: 1.82300 1.62806 0.17320  -0.1201
C: 1.41854 2.80276 -0.90075  -0.9161
C: 0.57022 -0.06133 -1.32989  -1.2392
C: 0.01876 -1.63571 -1.20408  1.5975
C: -0.08938 -2.19284 -2.73824  -0.6996
C: -0.22521 -3.81941 -2.88816  -0.0945
O: -1.10209 -4.04884 -4.08456  -0.5545
C: -1.57228 -1.77337 -0.70880  -1.4871
C: -2.41818 -0.37574 -1.06802  -0.1979
C: -3.99753 -0.72716 -0.71742  -0.7783
S: -4.78347 0.44439 0.51623  1.2197
O: -3.95711 1.71791 0.82692  -0.6082
O: -6.15989 0.93198 -0.05229  -0.7037
O: -5.16484 -0.30130 2.03661  -0.5493
C: 1.20382 -2.14542 -0.19657  0.0805
C: 0.65917 -3.41635 0.68075  -0.2794
C: 1.80300 -4.22772 1.52842  -0.0148
C: 1.21037 -4.57471 3.04403  -0.6862
O: 2.24480 -5.16110 3.94026  -0.3254
C: 1.82063 -6.59620 4.03377  0.5136
C: 2.13952 -7.54678 2.71208  -0.6163
O: 1.17425 -7.11622 5.08810  -0.5316
N: 2.65647 -2.02989 -0.57820  -0.2035
C: 3.02318 -2.85846 -1.60010  0.4450
C: 3.09856 -4.49220 -1.59314  -0.8597
C: 3.50458 -2.11093 -3.01680  -0.9564
H: 3.40687 2.09596 3.64842  0.1305
H: 4.77995 1.74352 2.28136  0.1103
H: 5.20415 2.50854 4.03853  0.3482
H: 4.09094 0.27319 5.13718  0.2565
H: 5.83584 0.04463 4.44549  0.3447
H: 5.20266 -1.49524 2.77919  0.3093
H: 3.72213 -1.75788 3.91639  0.1481
H: 1.57952 0.04521 2.89479  0.4321
H: 1.77586 -1.82554 2.93693  0.1881
H: -0.02808 -0.67217 1.32821  0.1826
H: 1.68787 1.98776 1.29067  0.1997
H: 2.99509 1.44336 0.04185  0.2094
H: 2.22157 2.76547 -1.76487  0.2985
H: 1.56963 3.85981 -0.37100  0.0297
H: 0.33134 2.72362 -1.33378  0.3141
H: 0.44748 0.56971 -2.30765  0.3643
H: -1.09519 -1.73490 -3.18969  0.4158
H: 0.76730 -1.81803 -3.46118  0.3775
H: 0.79892 -4.36341 -3.16708  0.1933
H: -0.79130 -4.34966 -1.99505  0.0677
H: -0.96661 -5.03983 -4.27326  0.3816
H: -2.14969 -2.63161 -1.25538  0.5428
H: -1.68255 -1.91032 0.44770  0.3638
H: -2.28999 -0.03707 -2.18084  0.3015
H: -1.98396 0.43611 -0.32435  0.3212
H: -4.67648 -0.75037 -1.68343  0.4513
H: -4.08687 -1.81893 -0.24651  0.4057
H: -6.16314 -0.17718 2.21675  0.3775
H: 0.13816 -4.22296 -0.02807  0.0128
H: -0.18946 -3.12528 1.46851  0.2743
H: 2.17815 -5.22079 1.03582  0.1698
H: 2.73757 -3.50221 1.68285  0.0784
H: 0.35529 -5.38592 2.85989  0.4188
H: 0.69619 -3.64424 3.55906  0.2554
H: 1.52370 -7.17468 1.76132  0.1663
H: 3.29949 -7.51292 2.55540  0.2671
H: 1.77677 -8.63477 2.96145  0.3000
H: 3.16534 -4.88746 -2.71739  0.3242
H: 2.14721 -5.02422 -1.13671  0.2507
H: 4.10923 -4.80521 -1.07218  0.3084
H: 2.95181 -1.07253 -3.01655  0.1756
H: 3.14998 -2.70076 -3.97413  0.3012
H: 4.66007 -1.92604 -2.99824  0.3426
O: 3.47678 4.33254 1.61844  -0.5240
C: 3.37119 5.53929 1.40293  0.7818
O: 3.22679 5.99528 0.14003  -0.3534
C: 2.93538 7.36266 -0.20607  -0.4505
C: 4.20234 8.19459 -0.23446  -0.9927
C: 3.48936 6.52528 2.52698  -1.1006
H: 2.16842 7.77894 0.45439  0.3870
H: 2.49887 7.34084 -1.21028  0.3269
H: 4.68644 8.22716 0.74526  0.2775
H: 3.98351 9.21962 -0.54572  0.3592
H: 4.92849 7.76063 -0.92924  0.3099
H: 4.54737 6.67708 2.75983  0.2859
H: 2.98020 6.11426 3.40399  0.3135
H: 3.02087 7.48553 2.32481  0.3874
O: -6.42080 1.74115 -4.05606  -0.6183
C: -7.42294 2.15783 -3.47646  0.7182
O: -8.62690 2.12201 -4.08712  -0.3682
C: -9.87801 2.43186 -3.44435  -0.3604
C: -10.12242 3.92791 -3.43056  -0.9130
C: -7.30919 2.79096 -2.12153  -0.3999
H: -9.92742 1.98404 -2.44699  0.3365
H: -10.65934 1.94696 -4.03921  0.3009
H: -9.35200 4.45804 -2.86426  0.2667
H: -11.09533 4.15547 -2.98661  0.3427
H: -10.09515 4.32857 -4.44893  0.2989
H: -6.96773 3.82379 -2.23691  0.2490
H: -6.57459 2.22918 -1.53663  -0.0992
H: -8.23218 2.77594 -1.54682  0.2980

---

[2]
Here is 5 unconnected molecules or ions with the total composition C31H59N5O17P2S5 at a distorted geometry from the OMol25 dataset. Energies are from wB97M-V/def2-TZVPD.

Values from the calculation:
Frontier orbital gap: 6.75 eV
HOMO level: -8.630 eV
LUMO: -1.88 eV
Strongest force on any atom: 11.217 eV Å⁻¹

Each line ends with the Mulliken charge.
Atoms and positions in Å:
C: 11.19477 2.19707 -1.78121  -0.8181
N: 9.93523 1.63352 -1.14429  -0.1762
C: 8.80708 2.64046 -1.09968  -0.7856
C: 7.36327 2.02722 -1.68030  0.6033
N: 6.80121 2.70738 -2.89725  -0.5412
C: 5.50028 2.03146 -3.22913  0.5369
C: 4.65978 2.66002 -4.53147  -0.0292
N: 5.24055 3.83887 -5.30347  -0.4164
C: 4.94561 4.94391 -4.49675  0.6268
O: 4.88774 6.24082 -4.10627  -0.4580
C: 3.21314 2.07829 -5.04727  0.2148
C: 2.44219 2.76769 -6.34745  -0.6392
P: 1.43768 4.25760 -5.67451  0.9838
O: -0.12301 4.13680 -6.00341  -0.8416
O: 1.56306 4.28212 -3.91495  -0.4922
O: 2.04756 5.79959 -6.27182  -0.4984
C: 2.52444 0.78936 -4.27118  -0.2012
C: 3.37297 0.15223 -3.00877  0.0842
C: 2.72387 -1.14874 -2.24988  -0.9148
C: 1.18838 -0.89828 -1.68474  0.3264
C: 1.20669 -0.31525 -0.11700  -0.6484
C: 0.79398 1.26336 -0.00084  -0.5768
N: -0.63639 1.59595 -0.34353  0.1271
C: -0.78112 2.34244 -1.65030  -0.6581
C: -1.57667 0.42126 -0.22095  0.2802
C: -2.21614 -0.44635 -1.47495  -0.1836
O: -1.92635 0.01304 1.01706  -0.5864
C: 4.81364 0.76335 -2.47583  0.0613
N: 5.46085 0.10239 -1.29211  -0.3005
C: 6.74487 0.75855 -0.87072  -0.2153
P: 7.63751 -0.00058 0.67353  0.1643
S: 7.95346 1.27827 2.10570  -0.3766
H: 12.13538 1.55126 -1.43691  0.2853
H: 11.19103 2.11367 -2.96802  0.2567
H: 11.42434 3.31210 -1.44325  0.3059
H: 9.64733 0.72393 -1.57154  0.2502
H: 8.59282 3.10081 -0.04382  0.2256
H: 9.12337 3.55626 -1.79421  0.3409
H: 3.30216 3.08144 -7.10338  0.4476
H: 1.70063 1.97144 -6.79008  0.1897
H: 1.13769 5.11860 -3.54158  0.3140
H: 2.13928 6.42715 -5.48289  0.3555
H: 1.48511 0.36893 -4.66482  0.2874
H: 2.68498 -2.03070 -3.05280  0.3559
H: 3.40790 -1.56198 -1.37412  0.3021
H: 0.53402 -0.20797 -2.36651  -0.2870
H: 0.70730 -1.98659 -1.58241  0.2003
H: 0.64219 -1.03291 0.63480  0.2641
H: 2.35579 -0.38283 0.20140  0.4007
H: 1.47159 1.84558 -0.79274  0.2472
H: 1.07593 1.72026 1.04667  0.2508
H: -0.44897 3.47129 -1.46466  0.2332
H: -0.14070 1.88305 -2.51523  0.1944
H: -1.94337 2.39604 -1.89148  0.3346
H: -1.90338 -0.05217 -2.53755  -0.0375
H: -1.84651 -1.57340 -1.42668  -0.0024
H: -3.40924 -0.44527 -1.46700  0.3104
H: 8.82055 -0.66217 0.18144  0.0958
H: 6.79129 -1.05536 1.24705  0.1343
C: -3.37748 -7.46569 0.15523  -0.9561
C: -4.40015 -6.39157 -0.16451  -0.3500
O: -4.27726 -5.27990 0.71164  -0.1936
S: -3.06540 -4.21828 0.46274  1.1731
C: -3.65998 -2.94445 1.54664  -0.7446
O: -3.13587 -3.73480 -0.90026  -0.6644
O: -1.84863 -4.76266 1.02413  -0.6308
H: -2.36278 -7.12108 -0.06457  0.2798
H: -3.56375 -8.36587 -0.43725  0.3921
H: -3.40733 -7.72583 1.21819  0.2398
H: -4.32650 -6.07251 -1.20954  0.2942
H: -5.40489 -6.80135 -0.02193  0.2640
H: -4.60322 -2.55860 1.15668  0.3268
H: -2.91202 -2.14944 1.57429  0.2751
H: -3.79337 -3.36380 2.54563  0.3228
C: -5.83772 -1.01818 7.65538  -0.6676
C: -5.21019 -2.36141 7.33326  -0.3338
O: -6.13113 -3.22090 6.67619  -0.3121
S: -6.44156 -2.97232 5.09524  1.1537
C: -7.28271 -4.50546 4.79037  -0.9735
O: -5.19199 -2.97786 4.36377  -0.5695
O: -7.39942 -1.89536 4.97390  -0.6045
H: -6.05376 -0.45553 6.74245  0.2982
H: -5.16551 -0.41508 8.27219  0.1744
H: -6.78623 -1.15018 8.18579  0.2657
H: -4.29889 -2.24076 6.73804  0.2796
H: -4.92313 -2.85459 8.26712  0.2777
H: -6.57950 -5.32882 4.92536  0.3177
H: -7.64937 -4.48982 3.76199  0.3692
H: -8.12222 -4.59212 5.48272  0.3472
C: -1.49046 -2.80775 -7.92065  -0.9628
C: -2.51313 -1.73363 -8.24040  -0.3604
O: -2.39024 -0.62195 -7.36424  -0.2536
S: -1.17838 0.43966 -7.61314  1.1661
C: -1.77295 1.71349 -6.52924  -0.3696
O: -1.24885 0.92315 -8.97615  -0.6764
O: 0.03839 -0.10472 -7.05176  -0.5779
H: -0.47576 -2.46313 -8.14045  0.2742
H: -1.67673 -3.70793 -8.51313  0.3857
H: -1.52031 -3.06789 -6.85770  0.2499
H: -2.43948 -1.41456 -9.28542  0.3342
H: -3.51787 -2.14340 -8.09781  0.2691
H: -2.71620 2.09934 -6.91920  0.3794
H: -1.02500 2.50851 -6.50160  0.1260
H: -1.90635 1.29415 -5.53026  0.1056
C: -2.12058 4.48176 8.93871  -0.9965
C: -2.04595 3.06947 8.38943  -0.2861
O: -1.76428 2.12737 9.41494  -0.2741
S: -2.96702 1.68559 10.42282  1.1174
C: -2.14493 0.29149 11.15196  -0.9531
O: -4.08503 1.20413 9.63876  -0.5919
O: -3.12091 2.70521 11.43709  -0.5932
H: -2.98674 4.60337 9.59570  0.2982
H: -2.20868 5.20866 8.12636  0.3820
H: -1.23015 4.71525 9.53121  0.2608
H: -2.96519 2.80173 7.85782  0.2932
H: -1.22603 3.01016 7.66696  0.2793
H: -1.98162 -0.46578 10.38350  0.3130
H: -2.78903 -0.10551 11.93922  0.3681
H: -1.19717 0.62369 11.57976  0.3355